No. 1
Molecular formula: C27H67LiN6O11
Method: DFT, ωB97M-V/def2-TZVPD

```
112
C27H67LiN6O11 | the Open Molecules 2025 dataset | ωB97M-V/def2-TZVPD
Li -1.574 -4.334 -1.946
C 0.216 -1.717 -1.364
O -0.181 -3.037 -1.195
H -0.701 -1.134 -1.281
H 0.855 -1.250 -0.614
H 0.822 -1.547 -2.254
C 3.443 -1.716 2.368
C 2.294 -2.853 2.206
O 2.694 -3.992 3.003
O 4.543 -2.080 1.475
H 3.779 -1.775 3.403
H 3.062 -0.712 2.185
H 1.994 -3.157 1.203
H 1.377 -2.483 2.664
H 2.061 -4.162 3.704
H 4.853 -2.972 1.646
C -1.507 0.002 -5.097
C -1.186 -1.498 -5.113
O -1.007 -2.038 -6.441
O -2.884 0.066 -5.545
H -0.761 0.607 -5.613
H -1.415 0.430 -4.098
H -2.073 -1.959 -4.679
H -0.321 -1.661 -4.470
H -1.900 -2.027 -6.792
H -3.224 0.941 -5.345
C 4.248 -1.191 -3.726
C 3.220 -1.776 -4.735
O 2.262 -0.788 -5.131
O 4.802 -0.092 -4.406
H 4.974 -1.890 -3.309
H 3.773 -0.863 -2.802
H 2.614 -2.534 -4.238
H 3.623 -2.231 -5.640
H 1.644 -0.639 -4.411
H 4.019 0.257 -4.839
C 3.733 -4.425 -1.929
O 4.903 -4.385 -1.768
N 3.156 -4.804 -2.966
N 2.876 -4.228 -1.000
H 2.166 -4.605 -2.971
H 3.662 -5.176 -3.757
H 1.939 -3.931 -1.235
H 3.351 -3.997 -0.140
C -2.059 -4.413 1.520
O -2.917 -5.017 2.109
N -1.017 -4.858 0.948
N -2.069 -3.167 1.652
H -0.542 -5.714 1.195
H -0.656 -4.226 0.247
H -1.485 -2.598 1.057
H -2.912 -2.784 2.055
C 3.374 3.437 1.234
C 2.154 3.352 0.289
C 0.952 3.637 1.109
C 0.642 5.119 1.474
C 0.781 6.049 0.302
C 2.089 5.781 -0.628
N 2.293 4.300 -0.834
O 3.157 3.954 -1.828
C 1.847 6.511 -1.956
C 3.284 6.506 0.057
C 1.923 1.802 -0.190
H 3.396 2.824 2.135
H 3.399 4.451 1.633
H 4.288 3.379 0.643
H 0.030 3.358 0.600
H 1.005 3.088 2.050
H 1.437 5.412 2.161
H -0.302 5.133 2.019
H 0.834 7.054 0.721
H -0.025 5.978 -0.428
H 0.908 6.159 -2.382
H 1.432 7.519 -1.926
H 2.641 6.361 -2.687
H 3.581 7.513 -0.233
H 3.153 6.537 1.139
H 4.168 5.919 -0.195
H 2.809 1.314 -0.598
H 1.172 1.949 -0.966
H 1.692 1.144 0.647
H 2.527 3.952 -2.553
C -4.968 -2.750 3.953
C -4.587 -1.260 3.800
C -3.099 -1.049 4.328
C -2.474 0.221 3.907
C -2.368 0.326 2.368
C -3.782 0.172 1.669
N -4.480 -0.984 2.312
O -5.698 -1.292 1.678
C -4.542 1.409 1.881
C -3.600 -0.070 0.172
C -5.538 -0.323 4.566
H -4.378 -3.369 3.277
H -6.010 -3.067 3.903
H -4.587 -2.976 4.948
H -3.143 -1.099 5.416
H -2.430 -1.857 4.032
H -1.422 0.245 4.194
H -2.973 1.117 4.276
H -1.710 -0.503 2.108
H -1.878 1.195 1.929
H -4.057 2.228 1.350
H -5.517 1.207 1.440
H -4.535 1.766 2.911
H -4.541 -0.426 -0.249
H -3.308 0.921 -0.176
H -2.922 -0.877 -0.105
H -4.947 0.564 4.794
H -5.789 -0.857 5.482
H -6.394 0.124 4.061
H -5.533 -2.092 1.174
```

Results
- charge = +1
- spin multiplicity = 2
- LUMO energy (spin up / spin down) (eV) = -2.993 / -6.982



No. 2
Molecular formula: C27H67O21P5Tl
Method: DFT, ωB97M-V/def2-TZVPD

```
121
C27H67O21P5Tl | the Open Molecules 2025 dataset | ωB97M-V/def2-TZVPD
Tl 13.878 10.361 19.888
C 16.505 14.314 17.483
C 16.332 12.797 17.430
C 17.589 12.220 16.925
O 15.810 12.183 18.526
H 15.617 14.738 17.952
H 16.673 14.807 16.525
H 17.355 14.543 18.125
H 15.679 12.536 16.598
H 17.399 11.168 16.711
H 18.382 12.371 17.656
H 17.766 12.659 15.943
P 12.103 8.543 17.864
O 11.323 9.702 18.615
O 12.928 7.714 18.849
O 13.423 9.073 17.159
O 11.557 7.469 16.854
C 18.866 9.511 25.029
C 18.010 9.092 23.825
O 18.039 10.183 22.885
P 16.889 11.337 22.901
O 15.832 11.234 21.856
O 17.748 12.723 22.775
C 18.419 13.237 21.598
C 19.778 12.638 21.489
O 16.376 11.354 24.514
C 16.131 12.596 25.138
C 16.734 12.503 26.560
H 18.350 10.319 25.546
H 19.104 8.698 25.717
H 19.783 9.903 24.588
H 18.503 8.228 23.379
H 17.017 8.744 24.112
H 17.930 12.951 20.667
H 18.613 14.309 21.600
H 20.573 13.061 22.103
H 19.808 11.598 21.811
H 20.168 12.801 20.484
H 16.422 13.390 24.451
H 15.051 12.687 25.256
H 16.628 13.447 27.095
H 16.224 11.696 27.085
H 17.798 12.295 26.679
C 8.082 11.400 20.819
C 9.080 11.136 22.022
O 9.916 12.165 22.449
P 11.383 11.944 23.012
O 12.248 11.006 22.292
O 12.017 13.475 23.012
C 11.454 14.503 23.812
C 12.438 15.036 24.788
O 11.190 11.667 24.604
C 11.742 10.553 25.299
C 10.630 9.973 26.158
H 7.246 10.704 20.887
H 7.695 12.418 20.871
H 8.579 11.237 19.863
H 8.566 10.998 22.973
H 9.675 10.247 21.811
H 11.126 15.222 23.062
H 10.627 14.016 24.329
H 13.365 15.457 24.398
H 12.114 15.906 25.360
H 12.831 14.235 25.413
H 12.105 9.779 24.623
H 12.621 10.862 25.865
H 9.813 9.697 25.491
H 11.010 9.083 26.660
H 10.369 10.595 27.014
C 12.219 12.321 16.732
C 10.952 12.845 17.565
O 11.378 14.095 18.029
P 11.864 14.161 19.592
O 12.715 13.030 20.006
O 12.436 15.638 19.765
C 13.723 15.843 20.331
C 14.037 17.345 20.126
O 10.475 14.262 20.424
C 9.500 15.218 20.123
C 9.543 16.250 21.202
H 12.446 13.140 16.050
H 13.121 12.168 17.324
H 11.981 11.413 16.178
H 10.113 13.003 16.888
H 10.714 12.114 18.339
H 13.677 15.610 21.395
H 14.388 15.130 19.844
H 15.044 17.477 20.522
H 14.104 17.464 19.045
H 13.210 17.921 20.541
H 9.781 15.612 19.146
H 8.526 14.931 19.727
H 10.415 16.892 21.330
H 8.701 16.900 20.966
H 9.456 15.808 22.195
C 15.334 8.473 26.952
C 14.122 8.100 26.185
O 14.536 8.534 24.834
P 14.007 7.782 23.483
O 14.105 8.646 22.243
O 12.534 7.345 23.959
C 11.475 7.079 23.069
C 11.645 5.912 22.032
O 14.862 6.348 23.423
C 15.058 5.702 22.157
C 16.596 5.642 21.814
H 15.103 8.200 27.981
H 16.308 8.060 26.692
H 15.466 9.554 26.894
H 13.989 7.020 26.239
H 13.259 8.659 26.547
H 10.647 6.739 23.691
H 11.176 7.990 22.550
H 12.148 5.005 22.367
H 10.716 5.699 21.504
H 12.330 6.397 21.338
H 14.626 4.702 22.165
H 14.453 6.168 21.380
H 16.896 5.202 20.864
H 17.053 6.628 21.907
H 16.936 5.011 22.635
```

Results
- charge = 0
- spin multiplicity = 2
- LUMO energy (spin up / spin down) (eV) = -0.869 / -2.177



No. 3
Molecular formula: C27H68N8O8
Method: DFT, ωB97M-V/def2-TZVPD

```
111
C27H68N8O8 | the Open Molecules 2025 dataset | ωB97M-V/def2-TZVPD
C 2.290 -1.536 -4.981
C 3.079 -0.667 -3.914
C 2.078 0.197 -3.138
C 3.716 -1.647 -2.858
C 5.012 -2.277 -3.318
C 5.967 -1.173 -3.861
C 5.440 -0.144 -4.901
C 6.391 1.119 -4.819
C 5.487 -0.774 -6.300
N 4.106 0.348 -4.405
O 3.507 1.367 -5.126
H 1.944 -0.881 -5.781
H 2.728 -2.398 -5.484
H 1.353 -1.885 -4.549
H 1.497 0.867 -3.772
H 1.407 -0.429 -2.550
H 2.667 0.746 -2.403
H 3.846 -1.226 -1.861
H 3.133 -2.555 -2.706
H 5.558 -2.720 -2.485
H 4.839 -3.211 -3.854
H 6.863 -1.650 -4.257
H 6.321 -0.673 -2.960
H 7.439 0.823 -4.784
H 6.153 1.800 -4.001
H 6.349 1.616 -5.788
H 6.484 -1.088 -6.607
H 4.998 -0.247 -7.119
H 4.941 -1.714 -6.216
H 3.050 0.924 -5.845
C -5.561 -0.212 6.044
C -5.418 0.266 4.581
C -6.868 0.601 4.136
C -4.657 1.649 4.492
C -3.078 1.508 4.557
C -2.601 0.499 3.487
C -3.203 -0.894 3.642
C -2.801 -1.704 2.342
C -2.589 -1.585 4.959
N -4.693 -0.702 3.681
O -5.336 -1.896 3.689
H -6.167 -1.116 6.109
H -4.600 -0.431 6.507
H -5.926 0.675 6.562
H -7.369 -0.365 4.203
H -7.231 1.343 4.846
H -7.083 0.934 3.121
H -4.791 2.122 3.519
H -5.177 2.283 5.211
H -2.647 2.459 4.243
H -2.731 1.291 5.567
H -1.513 0.518 3.550
H -2.791 0.875 2.482
H -3.313 -1.428 1.420
H -3.172 -2.721 2.465
H -1.727 -1.641 2.167
H -3.059 -2.514 5.281
H -2.727 -1.002 5.870
H -1.532 -1.816 4.825
H -5.218 -2.201 4.592
N 1.987 3.441 -2.139
C 1.546 4.634 -2.460
N 1.965 5.072 -3.605
O 0.618 5.194 -1.783
H 1.672 3.225 -1.204
H 2.798 3.054 -2.601
H 2.923 4.861 -3.848
H 1.431 5.839 -3.987
N 0.737 0.681 6.367
C 1.922 0.359 6.017
N 2.217 -0.858 6.368
O 2.655 1.022 5.295
H 0.204 0.047 6.945
H 0.371 1.522 5.944
H 1.438 -1.436 6.650
H 3.164 -1.110 6.123
N -2.229 4.146 -1.687
C -2.592 3.054 -1.069
N -3.839 2.906 -1.521
O -1.984 2.225 -0.468
H -2.888 4.792 -2.097
H -1.262 4.356 -1.488
H -4.363 3.673 -1.916
H -4.365 2.055 -1.380
C 1.194 0.003 2.297
C 0.395 0.272 1.026
O 0.713 1.518 0.433
H 1.106 0.800 3.036
H 2.253 -0.084 2.055
H 0.920 -0.945 2.760
H -0.689 0.274 1.141
H 0.547 -0.453 0.226
H -0.083 1.851 0.014
C -2.920 -0.493 -2.999
C -1.436 -0.986 -2.709
O -1.469 -2.367 -2.376
H -3.334 -1.049 -3.840
H -2.883 0.593 -3.090
H -3.412 -0.803 -2.077
H -1.066 -0.376 -1.886
H -0.832 -0.828 -3.602
H -1.761 -2.885 -3.130
C 0.152 -3.519 0.502
C 1.337 -3.701 -0.370
O 0.639 -4.033 -1.573
H -0.470 -4.405 0.629
H -0.510 -2.686 0.266
H 0.411 -3.365 1.550
H 1.962 -4.543 -0.072
H 2.062 -2.888 -0.406
H -0.015 -3.359 -1.771
```

Results
- structure (SMILES) = CC1(C)CCCC(C)(C)N1O.CC1(C)CCCC(C)(C)N1O.NC(N)=O.NC(N)=O.NC(N)=O.CCO.CCO.CCO
- charge = 0
- LUMO energy (eV) = 0.465
- ΔE to the lowest compared entry with this formula, charge and spin (kcal/mol) = 75.2



No. 4
Molecular formula: C27H72AsF6O27S9
Method: DFT, ωB97M-V/def2-TZVPD

```
142
C27H72AsF6O27S9 | the Open Molecules 2025 dataset | ωB97M-V/def2-TZVPD
As -0.168 -0.745 0.661
F 1.303 0.007 0.111
F -1.135 0.646 0.178
F -1.634 -1.489 1.272
F 0.683 -2.194 1.165
F 0.120 0.094 2.183
F -0.357 -1.566 -0.902
O -1.487 -7.644 -2.544
S -1.464 -6.349 -1.905
O -2.547 -5.946 -1.052
O -0.082 -6.158 -1.076
C 0.202 -4.844 -0.567
C 0.650 -5.194 0.878
C -1.151 -5.108 -3.223
H -0.635 -4.158 -0.465
H 1.102 -4.433 -1.024
H 0.022 -6.007 1.245
H 0.427 -4.358 1.541
H 1.684 -5.513 1.003
H -2.091 -5.049 -3.765
H -0.279 -5.328 -3.833
H -0.961 -4.139 -2.765
O 5.929 3.109 -0.993
S 4.538 3.451 -0.992
O 4.002 4.469 -0.115
O 4.156 4.023 -2.450
C 4.462 3.171 -3.584
C 3.842 3.917 -4.765
C 3.466 2.001 -0.769
H 3.926 2.250 -3.359
H 5.546 3.096 -3.662
H 4.228 4.938 -4.720
H 2.760 4.014 -4.693
H 4.192 3.508 -5.712
H 3.861 1.788 0.228
H 3.816 1.145 -1.345
H 2.449 2.297 -0.993
O 3.063 0.942 6.119
S 2.525 1.507 4.906
O 1.174 1.940 4.767
O 3.447 2.820 4.554
C 3.924 3.730 5.551
C 5.187 3.230 6.213
C 3.013 0.556 3.477
H 3.117 3.816 6.289
H 3.970 4.769 5.222
H 5.466 3.874 7.045
H 6.009 3.021 5.525
H 5.007 2.221 6.591
H 2.846 -0.431 3.906
H 4.055 0.824 3.315
H 2.480 0.796 2.562
O -0.263 -1.234 -6.869
S -0.523 0.131 -6.501
O -1.699 0.816 -6.984
O -0.468 0.281 -4.897
C -1.017 1.464 -4.297
C -0.312 1.501 -2.966
C 0.921 1.130 -6.975
H -2.084 1.284 -4.140
H -0.960 2.352 -4.927
H -0.383 2.373 -2.314
H 0.767 1.399 -3.113
H -0.670 0.672 -2.353
H 0.961 1.024 -8.057
H 1.793 0.824 -6.401
H 0.786 2.196 -6.788
O 0.292 5.563 -3.508
S 0.150 5.893 -2.114
O -0.975 6.695 -1.651
O 0.252 4.548 -1.200
C -0.010 4.603 0.195
C 0.692 3.399 0.854
C 1.688 6.822 -1.586
H -1.075 4.501 0.413
H 0.289 5.573 0.598
H 0.476 3.398 1.924
H 1.783 3.364 0.842
H 0.351 2.485 0.373
H 1.557 6.865 -0.506
H 1.776 7.799 -2.050
H 2.603 6.254 -1.752
O -1.944 -7.379 3.008
S -3.226 -7.185 3.621
O -3.577 -7.666 4.931
O -3.499 -5.553 3.586
C -2.568 -4.764 4.339
C -2.371 -3.499 3.527
C -4.580 -7.680 2.555
H -1.622 -5.303 4.429
H -2.994 -4.520 5.315
H -1.560 -2.935 3.989
H -3.313 -2.978 3.370
H -1.992 -3.805 2.550
H -4.939 -6.906 1.884
H -5.367 -8.122 3.160
H -4.208 -8.516 1.960
O -3.051 1.266 5.703
S -3.616 1.292 4.376
O -4.777 0.505 4.072
O -3.899 2.867 4.003
C -2.847 3.777 4.295
C -3.481 5.186 4.350
C -2.279 0.960 3.136
H -2.087 3.748 3.509
H -2.372 3.534 5.244
H -2.738 5.953 4.561
H -4.257 5.135 5.114
H -3.969 5.502 3.428
H -2.190 1.733 2.378
H -2.484 0.012 2.657
H -1.418 1.019 3.796
O -5.820 -2.623 -2.060
S -4.440 -2.407 -1.718
O -3.424 -3.089 -2.444
O -4.132 -0.837 -1.844
C -4.922 0.007 -0.991
C -4.814 1.472 -1.450
C -4.285 -2.810 0.036
H -4.473 -0.005 0.005
H -5.941 -0.376 -0.975
H -5.060 2.188 -0.667
H -5.598 1.686 -2.181
H -3.818 1.626 -1.858
H -5.165 -2.495 0.600
H -3.443 -2.361 0.554
H -4.274 -3.893 0.152
O 3.179 0.233 -4.312
S 3.307 -1.151 -3.919
O 3.881 -2.134 -4.788
O 4.032 -1.154 -2.417
C 4.354 -2.448 -1.848
C 3.452 -2.781 -0.690
C 1.684 -1.802 -3.429
H 5.337 -2.372 -1.380
H 4.395 -3.130 -2.698
H 3.553 -3.790 -0.290
H 2.381 -2.621 -0.806
H 3.666 -2.063 0.107
H 1.837 -2.731 -2.884
H 1.176 -2.053 -4.358
H 1.245 -1.055 -2.775
```

Results
- charge = -1
- LUMO energy (eV) = 1.830
- ΔE to the lowest compared entry with this formula, charge and spin (kcal/mol) = 43.5



| no. | total energy (a.u.) |
| --- | --- |
| 1 | -2232.112270 |
| 2 | -4528.478153 |
| 3 | -2109.380811 |
| 4 | -9522.175683 |